[1]
A cluster of 2 separate species, CH3IS3 in total in a non-equilibrium geometry. Source: the Open Molecules 2025 dataset; level of theory: ωB97M-V/def2-TZVPD.

**E_HOMO (alpha / beta)**: -7.504 / -8.727 eV
**E_tot**: -1532.07362 hartree

ORCA input file:
```
! wB97M-V def2-TZVPD RIJCOSX def2/J DEFGRID3
* xyz 0 3
C 0.20 1.24 0.14
S 0.09 -0.19 1.25
S 1.52 -1.32 0.66
S -0.27 -2.58 -1.42
I -2.30 -1.67 -0.48
H 0.67 2.11 0.79
H -0.80 1.31 -0.32
H 0.90 1.10 -0.63
*
```



[2]
A cluster of 2 separate species, CH3N2O in total in a non-equilibrium geometry. Source: the Open Molecules 2025 dataset; level of theory: ωB97M-V/def2-TZVPD.

**E_HOMO**: -19.894 eV
**E_tot**: -224.34259 hartree

ORCA input file:
```
! wB97M-V def2-TZVPD RIJCOSX def2/J DEFGRID3
* xyz 1 1
C -0.18 -0.57 -0.33
N 1.33 2.16 0.15
N 0.76 1.26 -0.09
O -0.42 -1.01 0.82
H 0.73 -0.96 -0.81
H -0.92 -0.08 -0.96
H -1.29 -0.79 1.22
*
```



One value per record, in order, for relative energy (zero: lowest compared OMol25 entry of this formula, charge and spin): 40.2 10.6 kJ/mol.